# 1
22
Properties=species:S:1:pos:R:3:forces:R:3:lowdin_spin:R:1 method="wB97M-V/def2-TZVPD" e_above_lowest_kcal_mol=0.00 gap_ev="12.487 / 7.488" total_energy_ev=-17771.268 spin_multiplicity=4 charge=+3
Pt 0.03337 0.16781 -0.05565 -0.61 -1.49 0.84 2.25
O 0.96841 -1.52906 -1.09244 0.07 -0.08 0.22 0.09
H 0.78202 -1.93652 -1.93830 -0.56 -0.09 -0.80 0.01
H 1.68053 -2.05292 -0.72543 0.61 -0.17 0.40 0.00
O -2.02537 -0.77981 0.52120 0.88 0.67 -0.61 0.10
H -2.46699 -0.51857 1.32925 -0.47 0.46 0.59 0.00
H -2.06655 -1.73613 0.52358 0.01 -0.87 -0.16 0.00
O -1.15255 0.21933 -1.91112 0.11 -0.13 0.61 0.13
H -1.07768 0.47808 -2.82964 0.64 0.28 -0.88 0.01
H -2.09238 0.10546 -1.76972 -0.89 -0.16 0.34 0.00
O -1.27463 2.01364 0.32537 0.63 -0.51 -0.47 0.08
H -1.40860 2.55944 -0.44948 -0.08 0.41 -0.58 0.00
H -1.81357 2.42215 1.00278 -0.20 0.10 0.96 0.00
O 1.66510 1.01076 -1.20124 -0.40 1.03 0.73 0.11
H 1.77828 1.93775 -0.99120 0.25 0.81 -0.01 0.00
H 2.29877 0.84367 -1.89893 0.44 -0.78 -0.71 0.01
O 0.53215 -1.76151 1.61918 -0.09 1.07 -0.55 0.09
H 0.02883 -1.96064 2.40864 -0.39 -0.02 0.60 0.00
H 0.98843 -2.57739 1.41330 0.33 -0.53 -0.17 0.00
O 1.26016 0.94398 1.64943 -0.57 0.11 -0.73 0.10
H 1.39957 0.56338 2.51657 -0.18 -0.68 0.63 0.00
H 1.96267 1.58709 1.55385 0.48 0.57 -0.27 0.00

***

# 2
5
Properties=species:S:1:pos:R:3:forces:R:3:nbo_charge:R:1 method="wB97M-V/def2-TZVPD" e_above_lowest_kcal_mol=7.90 gap_ev=9.690 total_energy_ev=-211179.904
C 0.16124 0.00139 -0.03572 -1.01 0.14 0.48 -0.44
Br -0.28978 -0.45029 1.87188 0.56 -0.53 -1.27 0.06
Br -1.03630 1.55487 -0.32930 0.90 -0.62 -0.48 0.07
Br -0.05475 -1.36798 -1.46643 0.00 0.80 1.31 0.08
H 1.21960 0.26203 -0.04041 -0.44 0.21 -0.05 0.22

***

# 3
19
Properties=species:S:1:pos:R:3:forces:R:3:nbo_charge:R:1 method="wB97M-V/def2-TZVPD" e_above_lowest_kcal_mol=19.57 gap_ev=10.299 total_energy_ev=-11959.261 smiles="CN(C=O)CCO.O"
C 1.58454 2.17105 0.51200 0.11 -0.21 0.07 -0.40
N 1.09828 0.86197 0.12573 -0.04 0.06 -0.05 -0.42
C 1.42642 0.32057 -1.05645 0.02 -0.12 -0.18 0.54
O 0.95773 -0.71148 -1.51623 0.01 -0.08 0.09 -0.67
C 0.09927 0.20584 0.96005 0.04 0.20 0.14 -0.25
C -1.32956 0.47268 0.48241 0.12 0.13 -0.09 -0.07
O -2.23442 -0.38980 1.12012 0.05 -0.41 -0.10 -0.73
H 1.97427 2.13243 1.52819 0.11 0.03 0.01 0.20
H 2.37532 2.47814 -0.16848 0.05 0.03 0.02 0.21
H 0.79524 2.91346 0.48129 -0.21 0.17 -0.03 0.20
H 2.19172 0.88371 -1.61475 -0.05 0.06 0.09 0.12
H 0.23742 0.55190 1.98952 -0.04 -0.07 -0.13 0.20
H 0.28240 -0.86608 0.94301 0.01 -0.09 -0.04 0.22
H -1.63485 1.49740 0.70754 0.04 -0.03 0.05 0.17
H -1.35210 0.35476 -0.60553 -0.05 -0.03 -0.02 0.17
H -2.05825 -1.27343 0.74280 -0.19 0.25 0.09 0.50
O -1.12146 -2.46188 -0.64407 0.22 0.01 -0.28 -0.99
H -0.37326 -1.96463 -1.03524 -0.15 0.00 0.16 0.51
H -1.39879 -3.07223 -1.33750 -0.03 0.10 0.19 0.48